Molecular formula: CHClNOP
Method: DFT, ωB97M-V with the def2-TZVPD basis set

```
6
CHClNOP ωB97M-V with the def2-TZVPD basis set
Cl -0.67 -2.33 -0.04
C -2.63 -0.01 -0.06
H 0.09 0.04 -0.64
P 0.02 -0.65 0.55
N -2.27 1.02 0.41
O -3.03 -1.08 -0.39
```

**M**: 109.452 g/mol
**E_HOMO (spin up / spin down)**: -9.9 / -9.9 eV
**Net charge**: 0
**E**: -26399.58870 eV
**Relative energy (zero: lowest compared OMol25 entry of this formula, charge and spin)**: 281.6 kJ/mol

---

Molecular formula: CHClO2S
Method: DFT, ωB97M-V with the def2-TZVPD basis set

```
6
CHClO2S ωB97M-V with the def2-TZVPD basis set
C -1.28 -0.14 -0.30
O -3.73 0.13 0.14
S -2.73 -0.93 -0.04
H 0.68 0.01 0.23
Cl -1.63 1.75 -0.03
O -0.04 -0.52 -0.37
```

**M**: 112.537 g/mol
**E_HOMO (spin up / spin down)**: -9.1 / -9.1 eV
**Net charge**: 0
**E**: -28503.14902 eV
**Relative energy (zero: lowest compared OMol25 entry of this formula, charge and spin)**: 162.7 kJ/mol

---

Molecular formula: CHClO3S
Method: DFT, ωB97M-V with the def2-TZVPD basis set

```
7
CHClO3S ωB97M-V with the def2-TZVPD basis set
C 0.27 0.42 0.37
O 0.53 1.59 0.31
H -0.57 -2.24 -0.88
S -1.62 -1.26 -1.15
O 0.23 -0.64 0.90
O -0.77 0.06 -1.26
Cl 1.93 2.08 1.71
```

**M**: 128.536 g/mol
**E_HOMO (spin up / spin down)**: -9.8 / -10.5 eV
**Net charge**: 0
**E**: -30549.40967 eV
**Relative energy (zero: lowest compared OMol25 entry of this formula, charge and spin)**: 390.6 kJ/mol

---

Molecular formula: CHClO3S
Method: DFT, ωB97M-V with the def2-TZVPD basis set

```
7
CHClO3S ωB97M-V with the def2-TZVPD basis set
S -1.56 -0.14 0.62
H -1.43 0.31 -0.69
Cl -1.46 -1.98 -0.51
O 1.61 1.59 0.25
C 1.53 0.52 -0.14
O -0.23 0.14 1.25
O 1.53 -0.45 -0.78
```

**Expectation value of S²**: 2.01
**M**: 128.536 g/mol
**E_HOMO (spin up / spin down)**: -7.5 / -11.2 eV
**Net charge**: 0
**E**: -30549.14323 eV
**Relative energy (zero: lowest compared OMol25 entry of this formula, charge and spin)**: 0.0 kJ/mol
**Multiplicity**: 3

---

Which formula does entry 2 have? CHClO2S

---

relative energy (zero: lowest compared OMol25 entry of this formula, charge and spin) of number 2 (CHClO2S)? 162.7 kJ/mol